No. 1
{"formula": "CH12Mn2O9", "method": "ωB97M-V/def2-TZVPD", "elements": ["Mn", "Mn", "C", "O", "O", "O", "O", "H", "H", "O", "H", "H", "O", "H", "H", "O", "H", "H", "O", "H", "H", "O", "H", "H"], "positions_angstrom": [[1.79858, -2.08998, 0.68786], [-3.02664, 0.13670, -0.91315], [-0.16390, -0.51023, 0.10941], [-1.03937, 0.23749, -0.27699], [-0.29634, -1.55982, 0.72511], [1.03753, -0.21369, -0.04576], [2.58730, 0.44761, -2.76549], [2.63272, -0.26609, -3.40174], [1.83557, 0.23022, -2.21425], [-1.40700, -1.26032, 3.39758], [-1.04287, -1.29024, 2.51286], [-0.78813, -1.76126, 3.92889], [-2.18120, -3.64414, -0.34271], [-2.71027, -3.14500, -0.96494], [-1.70133, -2.97957, 0.15156], [-0.58214, 2.34777, 1.74567], [-0.55823, 1.51052, 1.28234], [-1.30417, 2.25739, 2.36755], [2.51737, 2.03131, 0.15436], [2.25345, 2.55088, -0.60500], [1.94373, 1.26536, 0.13216], [0.03130, 2.29080, -1.89408], [-0.00164, 1.71074, -1.13337], [0.16559, 1.70360, -2.63799]], "forces_ev_per_angstrom": [[-1.3, 1.8, -0.3], [2.2, 0.6, 0.8], [3.7, -1.0, 0.8], [-6.3, 2.3, -2.3], [-1.8, -5.1, 2.2], [3.4, 0.4, -1.3], [-0.1, 0.0, 0.1], [0.2, -0.1, -0.4], [-0.1, 0.1, 0.3], [-0.2, 0.2, -0.2], [0.0, -0.1, -0.1], [0.0, -0.1, 0.5], [0.0, 0.2, -0.1], [-0.3, -0.3, -0.4], [0.3, 0.2, 0.5], [-0.1, 0.0, -0.4], [0.1, 0.1, 0.2], [-0.2, 0.1, 0.5], [0.2, -0.1, 0.4], [0.1, 0.3, -0.3], [0.1, 0.3, -0.1], [-0.6, 0.1, 0.0], [0.2, 0.2, 0.2], [0.4, 0.0, -0.5]], "mulliken_spin": [4.899, 4.942, 0.006, 0.023, 0.055, 0.056, 0.001, 0.000, 0.002, 0.000, 0.003, -0.001, 0.004, -0.001, 0.001, 0.002, 0.002, 0.000, 0.001, -0.001, 0.004, 0.002, 0.004, -0.001], "total_energy_ev": -82278.164, "spin_multiplicity": 11, "total_charge": 2, "e_homo_ha": [-0.578, -0.578], "largest_force_ev_per_a": 7.1}

No. 2
{"formula": "CH12N2O3", "method": "ωB97M-V/def2-TZVPD", "elements": ["N", "C", "N", "H", "H", "H", "H", "H", "H", "O", "H", "H", "O", "H", "H", "O", "H", "H"], "positions_angstrom": [[1.31320, 0.13161, 0.08934], [0.88614, 0.69237, 1.37187], [0.62290, -0.40679, 2.24255], [0.65154, -0.61394, 0.00091], [2.35658, -0.19766, 0.21084], [0.00598, 1.30784, 1.12847], [1.64392, 1.39278, 1.73916], [1.39918, -0.88949, 2.58572], [0.04367, -1.14205, 1.80569], [-1.72665, -0.09785, -1.61650], [-2.56768, 0.23041, -1.73892], [-1.08228, 0.65675, -1.52695], [0.34932, 1.78303, -1.82427], [0.98260, 1.17617, -1.22686], [0.97454, 1.93772, -2.52749], [-1.10529, -1.97939, 0.28681], [-1.47542, -1.37044, -0.46401], [-1.94118, -2.36237, 0.69061]], "forces_ev_per_angstrom": [[3.4, 0.8, -0.4], [0.2, -0.1, -0.6], [-2.3, 0.1, 0.9], [0.4, -1.1, -0.7], [-3.0, 0.2, -0.5], [-0.1, -0.4, 0.5], [-0.1, -0.3, 0.2], [1.7, -0.3, 0.6], [0.1, 1.0, 0.1], [3.3, -0.8, 0.7], [-2.7, 1.3, -0.4], [-0.6, -0.5, -0.6], [1.6, -1.3, 1.4], [-1.7, 0.9, -0.3], [-0.2, 0.4, -0.8], [-2.5, 0.4, -0.7], [0.8, -1.0, 1.4], [1.6, 0.7, -0.7]], "lowdin_charge": [-0.036, -0.349, 0.001, 0.033, 0.146, 0.113, 0.114, 0.039, 0.046, -0.038, 0.012, 0.035, -0.146, 0.042, 0.023, -0.147, 0.035, 0.074], "total_energy_ev": -10354.150, "smiles": "NCN.O.O.O", "spin_multiplicity": 1, "total_charge": 0, "e_homo_ha": -0.324, "largest_force_ev_per_a": 3.5}

No. 3
{"formula": "CH12N2O3", "method": "ωB97M-V/def2-TZVPD", "elements": ["N", "C", "N", "H", "H", "H", "H", "H", "H", "O", "H", "H", "O", "H", "H", "O", "H", "H"], "positions_angstrom": [[-1.00835, -0.62649, 0.30515], [0.14979, -0.78194, 1.18219], [0.35589, 0.23878, 2.19293], [-1.07410, 0.35649, 0.04016], [-1.90740, -0.73395, 0.76468], [1.02811, -0.77273, 0.52980], [0.13754, -1.81012, 1.54329], [1.20778, 0.75055, 2.08320], [-0.39375, 0.89900, 2.13847], [1.18174, 1.12213, -1.55714], [1.10008, 1.18485, -2.49528], [1.78524, 0.40073, -1.33110], [0.04875, -2.47297, -1.87392], [-0.34680, -1.87821, -1.19197], [-0.27389, -3.38152, -1.76193], [-0.62820, 2.65567, 0.19030], [-1.33725, 2.77853, -0.46508], [-0.02520, 2.07121, -0.29375]], "forces_ev_per_angstrom": [[-0.3, 0.8, 0.0], [0.7, -0.2, -0.9], [-0.6, -0.6, 0.5], [0.4, -0.2, -0.3], [0.2, -0.6, 0.4], [0.0, -0.1, -0.2], [-0.2, 0.1, 0.6], [0.4, 0.1, -0.2], [-0.3, 0.4, 0.2], [0.1, 0.0, 1.4], [0.1, -0.2, -0.9], [-0.2, 0.1, -0.4], [0.0, 0.1, 0.2], [-0.1, -0.7, -0.3], [0.0, 0.7, 0.2], [-0.6, -0.2, -0.6], [0.2, 0.2, 0.5], [0.4, 0.2, 0.0]], "lowdin_charge": [-0.004, -0.365, 0.017, 0.041, 0.081, 0.086, 0.103, 0.056, 0.044, -0.031, 0.044, 0.057, -0.106, -0.011, 0.032, -0.077, 0.051, -0.018], "total_energy_ev": -10354.338, "smiles": "NCN.O.O.O", "spin_multiplicity": 1, "total_charge": 0, "e_homo_ha": -0.335, "largest_force_ev_per_a": 1.4}

No. 4
{"formula": "CH12N2O3", "method": "ωB97M-V/def2-TZVPD", "elements": ["N", "C", "N", "H", "H", "H", "H", "H", "H", "O", "H", "H", "O", "H", "H", "O", "H", "H"], "positions_angstrom": [[1.61757, 1.10713, 2.58758], [1.75562, 1.85490, 1.32057], [1.03302, 1.17154, 0.15834], [0.63431, 1.20102, 2.93253], [1.98771, 0.17899, 2.53062], [1.48208, 2.87555, 1.45392], [2.78082, 1.89270, 0.99571], [1.63591, 0.42855, -0.13146], [0.16162, 0.90597, 0.41728], [-3.15394, 0.96886, -5.80541], [-2.45626, 1.51630, -5.31622], [-2.88238, 0.12166, -5.72480], [-4.74510, -4.29278, -2.67312], [-4.23324, -4.80052, -3.30081], [-5.01685, -3.53145, -2.98373], [3.20241, -0.81008, 4.35167], [2.99032, -0.07169, 3.87850], [3.20636, -0.71662, 5.30882]], "forces_ev_per_angstrom": [[-0.7, 2.1, 0.0], [-0.7, -2.6, -0.8], [4.0, 3.1, 0.3], [1.5, -0.7, -0.4], [-0.7, -0.5, -0.3], [-0.8, 0.6, 0.1], [0.6, -0.1, 0.2], [-0.3, -0.6, -0.2], [-3.0, -1.3, 0.8], [0.2, 5.5, 0.7], [-1.6, -1.2, -1.1], [1.4, -4.3, 0.4], [2.0, -6.2, 3.2], [-0.1, 0.3, -0.3], [-1.9, 5.8, -2.9], [1.2, -4.1, 1.6], [-0.8, 3.6, -0.9], [-0.2, 0.6, -0.4]], "lowdin_charge": [-0.015, -0.295, 0.011, 0.094, 0.036, 0.085, 0.093, 0.044, -0.002, -0.042, 0.087, -0.045, 0.017, 0.044, -0.061, -0.026, -0.073, 0.048], "total_energy_ev": -10352.942, "smiles": "NCN.O.O.O", "spin_multiplicity": 1, "total_charge": 0, "e_homo_ha": -0.335, "largest_force_ev_per_a": 7.2}